The following is a DFT calculation (ωB97M-V with the def2-TZVPD basis set) of a cluster of 3 separate species, C21H56BrN9O5P3 in total.

Atoms and positions in Å:
C1 1.67 -0.98 -1.70
C2 2.20 -0.34 -3.00
C3 1.84 1.14 -3.18
N1 0.49 1.55 -2.66
C4 -0.61 1.00 -3.22
N2 -0.72 -0.23 -3.75
N3 -1.61 1.96 -3.15
C5 -2.89 1.66 -3.84
Br1 -4.06 3.18 -3.43
C6 -3.59 0.40 -3.33
C7 -3.50 0.21 -1.81
C8 -0.90 3.09 -3.81
C9 0.38 3.02 -2.95
P1 0.30 4.04 -1.40
O1 1.44 4.94 -1.31
O2 0.25 3.01 -0.16
O3 -1.06 4.85 -1.39
H1 1.01 -1.82 -1.92
H2 2.51 -1.37 -1.12
H3 1.16 -0.28 -1.05
H4 3.26 -0.52 -3.16
H5 1.71 -0.88 -3.82
H6 2.00 1.43 -4.23
H7 2.57 1.71 -2.60
H8 -0.79 -1.01 -3.12
H9 -0.64 -0.41 -4.74
H10 -2.73 1.68 -4.92
H11 -4.64 0.43 -3.61
H12 -3.14 -0.46 -3.83
H13 -4.26 -0.51 -1.53
H14 -2.55 -0.25 -1.53
H15 -3.65 1.14 -1.26
H16 -0.67 2.77 -4.84
H17 -1.34 4.07 -3.70
H18 1.16 3.47 -3.56
H19 1.02 2.43 -0.27
H20 -1.54 4.73 -0.56
O4 -4.45 2.24 0.85
P2 -4.70 2.45 2.33
N4 -6.41 2.63 2.33
C10 -7.05 3.72 1.61
C11 -7.09 1.37 2.03
N5 -3.80 3.91 2.50
C12 -4.38 5.22 2.75
C13 -2.63 4.04 1.65
N6 -4.67 2.22 4.02
C14 -5.75 2.45 4.97
C15 -3.37 2.00 4.63
H21 -8.13 3.68 1.77
H22 -6.86 3.68 0.53
H23 -6.73 4.69 1.97
H24 -6.68 0.56 2.64
H25 -6.97 1.09 0.97
H26 -8.15 1.45 2.26
H27 -4.80 5.66 1.83
H28 -3.62 5.90 3.13
H29 -5.15 5.18 3.51
H30 -2.90 4.39 0.63
H31 -2.11 3.09 1.54
H32 -1.92 4.75 2.08
H33 -6.07 3.49 4.97
H34 -5.41 2.20 5.98
H35 -6.61 1.82 4.78
H36 -2.99 2.92 5.09
H37 -2.64 1.67 3.89
H38 -3.41 1.22 5.39
O5 5.26 -2.65 -0.02
P3 5.20 -4.01 0.66
N7 6.69 -3.98 1.52
C16 7.96 -3.82 0.82
C17 6.65 -3.07 2.66
N8 5.20 -4.92 -0.82
C18 6.30 -5.71 -1.31
C19 4.49 -4.31 -1.94
N9 4.72 -5.45 1.47
C20 5.55 -6.34 2.27
C21 3.41 -5.99 1.13
H39 8.78 -3.87 1.53
H40 8.03 -2.87 0.28
H41 8.14 -4.63 0.11
H42 5.74 -3.25 3.25
H43 6.64 -2.02 2.34
H44 7.50 -3.23 3.32
H45 7.08 -5.09 -1.77
H46 5.95 -6.42 -2.06
H47 6.75 -6.31 -0.52
H48 5.11 -3.57 -2.47
H49 3.59 -3.81 -1.61
H50 4.19 -5.08 -2.66
H51 6.36 -6.77 1.69
H52 4.94 -7.16 2.66
H53 5.96 -5.84 3.14
H54 3.50 -6.82 0.43
H55 2.78 -5.22 0.68
H56 2.89 -6.34 2.03

The total energy is -144234.913 eV. For the lowest unoccupied orbital energy, the calculation gives -0.1577 Eh. The HOMO energy is -0.3570 Eh. As for the total charge: +1. The gap between HOMO and LUMO is 0.1993 Eh.

The following is a DFT calculation (ωB97M-V with the def2-TZVPD basis set) of a cluster of 2 separate species, C5H15NO in total.

Atoms and positions in Å:
C1 1.03 2.34 -0.30
N1 -0.11 1.39 -0.23
C2 0.92 -2.29 0.44
C3 0.91 -0.79 0.27
C4 0.03 -0.04 -0.75
C5 -1.39 -0.70 -0.84
H1 1.78 1.88 0.47
H2 0.82 3.44 -0.11
H3 1.62 2.19 -1.23
H4 -0.96 1.88 -0.68
H5 -0.07 -2.57 0.85
H6 1.85 -2.51 0.97
H7 0.96 -3.03 -0.48
H8 0.67 -0.31 1.21
H9 2.00 -0.59 -0.07
H10 0.36 0.26 -1.81
H11 -1.84 -0.58 -1.94
H12 -1.21 -1.78 -1.00
H13 -2.09 -0.38 -0.16
H14 -2.17 0.25 2.21
H15 -1.25 0.90 1.29
O1 -1.85 1.04 1.89

The total energy is -8962.038 eV. For the lowest unoccupied orbital energy (alpha / beta), the calculation gives 0.1412 / 0.1369 Eh. The HOMO energy (alpha / beta) is 0.0468 / -0.2014 Eh. As for the expectation value of S²: 0.750. As for the multiplicity: 2. As for the total charge: -1. The gap between HOMO and LUMO (alpha / beta) is 0.0945 / 0.3382 Eh.

The following is a DFT calculation (ωB97M-V with the def2-TZVPD basis set) of a structure of composition C4H7BO2.

Atoms and positions in Å:
B1 0.28 0.12 0.36
C1 -0.30 1.59 1.72
C2 -0.54 -2.02 0.95
C3 1.66 -0.11 -0.30
C4 -0.90 -0.90 0.07
O1 0.23 1.76 2.78
O2 0.03 -3.01 0.65
H1 -1.04 2.27 1.31
H2 -1.01 -1.77 1.90
H3 2.61 0.08 0.39
H4 1.82 0.59 -1.05
H5 1.73 -1.04 -0.72
H6 -1.78 -0.37 0.40
H7 -1.02 -1.20 -1.01

The total energy is -9027.303 eV. For the lowest unoccupied orbital energy (alpha / beta), the calculation gives -0.0101 / -0.0819 Eh. The HOMO energy (alpha / beta) is -0.2347 / -0.3640 Eh. As for the expectation value of S²: 2.008. As for the multiplicity: 3. The gap between HOMO and LUMO (alpha / beta) is 0.2246 / 0.2821 Eh.

The following is a DFT calculation (ωB97M-V with the def2-TZVPD basis set) of a cluster of 2 separate species, C4H16N3O in total.

Atoms and positions in Å:
N1 1.01 0.43 -1.14
C1 -0.28 0.09 -0.47
C2 0.01 -1.06 0.50
C3 0.71 -0.70 1.75
N2 2.07 -0.13 1.59
C4 -1.41 -0.37 -1.42
N3 -0.86 -0.68 -2.73
H1 1.18 1.44 -1.10
H2 1.82 0.11 -0.53
H3 1.22 0.07 -2.09
H4 -0.66 1.08 -0.07
H5 0.31 -1.94 -0.06
H6 -0.97 -1.47 0.81
H7 0.74 -1.53 2.46
H8 0.14 0.03 2.33
H9 2.71 -0.46 2.30
H10 2.02 0.87 1.49
H11 -2.12 -1.16 -1.10
H12 -2.15 0.45 -1.56
H13 -1.42 -0.69 -3.57
H14 -0.21 -1.44 -2.87
H15 -0.89 2.48 2.35
H16 -2.13 2.03 1.51
O1 -1.20 1.87 1.67

The total energy is -10918.395 eV. For the lowest unoccupied orbital energy, the calculation gives -0.1070 Eh. The HOMO energy is -0.4787 Eh. As for the total charge: +1. The gap between HOMO and LUMO is 0.3717 Eh.

The following is a DFT calculation (ωB97M-V with the def2-TZVPD basis set) of the molecule C27H29ClN6O2.

Atoms and positions in Å:
C1 -3.46 -2.45 1.42
C2 -2.90 -1.07 1.42
C3 -2.75 -0.18 2.47
C4 -2.18 0.97 1.89
N1 -2.01 0.80 0.60
N2 -2.42 -0.44 0.32
C5 -2.30 -0.93 -0.99
C6 -1.66 -2.14 -1.24
C7 -1.51 -2.58 -2.55
C8 -1.99 -1.80 -3.59
C9 -2.62 -0.59 -3.35
C10 -2.77 -0.16 -2.05
H1 -3.25 0.78 -1.83
H2 -2.98 0.00 -4.17
Cl1 -1.78 -2.34 -5.22
H3 -1.01 -3.51 -2.75
H4 -1.25 -2.73 -0.44
H5 -1.92 1.89 2.36
C11 -3.05 -0.37 3.91
O1 -4.16 -0.57 4.37
N3 -1.95 -0.22 4.71
C12 -0.65 -0.22 4.17
C13 -0.29 -1.23 3.30
C14 0.86 -1.14 2.51
C15 0.94 -2.22 1.60
N4 0.81 -3.13 0.91
C16 1.72 -0.03 2.62
N5 2.82 0.18 1.82
C17 3.19 1.53 1.44
H6 3.06 2.22 2.27
C18 2.35 1.98 0.24
H7 1.30 1.97 0.53
H8 2.62 3.00 -0.05
C19 2.58 1.04 -0.95
N6 1.83 1.50 -2.10
C20 0.38 1.32 -2.05
C21 -0.22 2.15 -3.19
O2 0.24 1.71 -4.44
C22 1.65 1.79 -4.50
H9 1.94 1.40 -5.48
C23 2.31 0.99 -3.38
H10 3.39 1.11 -3.43
H11 2.06 -0.08 -3.51
H12 1.96 2.84 -4.42
H13 -1.31 2.04 -3.21
H14 0.04 3.21 -3.04
H15 -0.02 1.67 -1.10
H16 0.09 0.27 -2.20
C24 2.30 -0.41 -0.50
H17 2.54 -1.11 -1.30
H18 1.24 -0.52 -0.27
C25 3.13 -0.73 0.74
H19 2.99 -1.76 1.06
H20 4.20 -0.61 0.50
H21 3.64 1.11 -1.23
H22 4.25 1.52 1.17
C26 1.42 0.88 3.65
C27 0.27 0.81 4.39
H23 0.06 1.57 5.13
H24 2.11 1.68 3.86
H25 -0.94 -2.08 3.18
H26 -2.09 -0.16 5.71
H27 -4.17 -2.54 2.24
H28 -3.97 -2.65 0.48
H29 -2.68 -3.19 1.55

The total energy is -54027.750 eV. For the lowest unoccupied orbital energy, the calculation gives 0.0105 Eh. The HOMO energy is -0.2959 Eh. The gap between HOMO and LUMO is 0.3064 Eh. As for the structure (SMILES): Cc1c(C(=O)Nc2ccc(N3CCC(N4CCOCC4)CC3)c(C#N)c2)cnn1-c1ccc(Cl)cc1.

The following is a DFT calculation (ωB97M-V with the def2-TZVPD basis set) of the ion C3H7OS2 with charge -1.

Atoms and positions in Å:
C1 0.17 0.63 1.71
C2 1.38 1.35 1.35
O1 1.46 1.79 -0.22
C3 0.22 -0.89 1.19
S1 -0.98 -1.39 -0.20
S2 -0.77 -0.15 -1.87
H1 0.41 0.48 2.78
H2 -0.80 1.10 1.62
H3 2.38 0.99 1.64
H4 1.10 2.26 1.73
H5 1.20 -0.92 0.76
H6 0.19 -1.49 2.17
H7 1.11 1.36 -1.16

The total energy is -26941.451 eV. For the lowest unoccupied orbital energy, the calculation gives 0.1356 Eh. The HOMO energy is -0.0877 Eh. As for the total charge: -1. The gap between HOMO and LUMO is 0.2233 Eh. As for the structure (SMILES): OCCCS[S-].